No. 1
C24H31BrCeNO4S2Si as an isolated structure at a distorted geometry, computed with ωB97M-V with the def2-TZVPD basis set.

Results
**M**: 709.8 u
**Max |F|**: 2.71 eV/Å
**DFT total energy**: -5423.03344 Ha
**Orbital gap**: 5.92 eV
**Relative energy (zero: lowest compared OMol25 entry of this formula, charge and spin)**: 26.2 kJ/mol

```
! wB97M-V def2-TZVPD RIJCOSX def2/J DEFGRID3
* xyz 3 1
Ce 0.0135 -0.1921 -0.7497
O -0.8368 -3.4562 4.8827
C -0.5480 -2.9281 3.7196
C 0.2026 -3.5587 2.7134
C 0.4307 -2.8966 1.5354
N -0.0274 -1.6489 1.2895
C -0.7318 -1.0755 2.2725
Br -1.3041 0.7030 1.8266
C -1.0362 -1.6286 3.4758
H -0.4799 -4.3477 5.0132
H 0.6011 -4.5553 2.8515
H 0.9980 -3.3638 0.7395
H -1.6206 -1.1109 4.2240
O -0.1135 2.0017 -0.9850
S 0.2442 3.3431 -1.6929
C 1.9537 3.6964 -1.0772
C 3.1420 3.3526 -1.9674
C 3.4545 1.8516 -2.0740
C 4.2859 1.3306 -0.9004
S 3.7505 -0.3093 -0.3158
O 2.2283 -0.1236 -0.1224
C 3.8879 -1.2115 -1.8574
C 5.1408 -1.4559 -2.4027
C 5.2126 -2.1312 -3.6116
C 4.0553 -2.5593 -4.2535
C 2.8119 -2.3316 -3.6801
C 2.7328 -1.6609 -2.4695
C 0.4980 2.8398 -3.3904
C 0.4059 1.5020 -3.7461
C 0.6543 1.1273 -5.0559
C 0.9689 2.0965 -6.0006
C 1.0102 3.4388 -5.6443
C 0.7670 3.8222 -4.3327
H 1.9658 3.1540 -0.1278
H 1.9290 4.7633 -0.8519
H 4.0054 3.8813 -1.5571
H 2.9922 3.7611 -2.9649
H 3.9806 1.6563 -3.0072
H 2.5179 1.2941 -2.1393
H 4.2252 1.9671 -0.0146
H 5.3396 1.2066 -1.1541
H 6.0460 -1.1349 -1.9006
H 6.1800 -2.3330 -4.0511
H 4.1256 -3.0856 -5.1956
H 1.9046 -2.6855 -4.1518
H 1.7684 -1.5373 -1.9906
H 0.0801 0.7398 -3.0428
H 0.5738 0.0862 -5.3395
H 1.1592 1.8079 -7.0254
H 1.2212 4.1928 -6.3903
H 0.7866 4.8702 -4.0551
C -2.6640 -1.7119 -4.1098
Si -1.8385 -2.1374 -2.5040
C -1.7547 -3.9644 -2.1674
C -2.6708 -1.2395 -1.0089
O -0.3370 -1.4418 -2.3875
H -3.6270 -2.2175 -4.1940
H -2.0407 -2.0524 -4.9406
H -2.8333 -0.6399 -4.2287
H -2.7154 -4.4395 -2.3713
H -1.4797 -4.1970 -1.1362
H -1.0163 -4.4278 -2.8268
H -3.7510 -1.3824 -0.9968
H -2.5246 -0.1419 -1.0601
H -2.2942 -1.6461 -0.0579
*
```

No. 2
C5H11NO3 as an isolated structure at a distorted geometry, computed with ωB97M-V with the def2-TZVPD basis set.

Results
**M**: 133.1 u
**Max |F|**: 15.72 eV/Å
**DFT total energy**: -477.20122 Ha
**Orbital gap**: 10.71 eV
**Relative energy (zero: lowest compared OMol25 entry of this formula, charge and spin)**: 1113.9 kJ/mol

```
! wB97M-V def2-TZVPD RIJCOSX def2/J DEFGRID3
* xyz 0 1
C -2.0305 2.2032 -1.2692
C -0.9871 0.1370 -0.6167
C 0.2904 -0.5920 -0.5318
C 1.0192 0.1321 0.6111
C 2.4462 -0.5853 0.8638
H -2.6394 2.3370 -0.2047
H -2.8584 1.9329 -1.5869
H -1.7673 2.9392 -1.6711
H 0.5030 -0.5960 -1.3889
H -1.0714 -2.2544 0.2670
H 0.4238 -2.5654 0.1168
H 1.3343 0.9668 0.6342
H 3.0401 0.0104 1.1854
H 2.3095 -1.6484 1.8522
H 2.4705 -0.9578 -0.2984
H -0.0073 -0.6512 1.9556
N 0.0011 -2.0160 -0.4067
O -0.7891 1.3754 -1.1258
O -2.0765 -0.2873 -0.3003
O 0.3892 0.1198 1.9145
*
```

No. 3
One molecule with the formula C11H10S2 at a distorted geometry, computed with ωB97M-V with the def2-TZVPD basis set.

Results
**M**: 206.3 u
**Max |F|**: 3.49 eV/Å
**DFT total energy**: -1221.29412 Ha
**Orbital gap (spin up / spin down)**: 6.55 / 6.37 eV
**Relative energy (zero: lowest compared OMol25 entry of this formula, charge and spin)**: 547.7 kJ/mol

```
! wB97M-V def2-TZVPD RIJCOSX def2/J DEFGRID3
* xyz 0 1
C -2.1609 0.5297 1.4957
C -3.2938 0.8821 0.9460
C -1.1817 -0.0324 0.6078
C -1.5499 0.0856 -0.7794
C -1.0377 -0.0702 -2.1073
C -0.1263 -0.7205 1.0405
C 0.0980 -0.5988 -2.7113
C 1.0461 -0.8894 0.5612
C 1.6900 0.1915 -0.3453
C 1.8566 -2.0376 1.0109
C 1.2924 1.6121 -0.2930
S -3.1810 0.6450 -0.8249
S 1.5891 -0.5599 -2.0392
H -2.2149 0.3928 2.5985
H -4.0142 1.4849 1.4935
H -1.6888 0.3509 -2.8015
H 2.8274 0.0030 -0.2730
H 2.0935 -2.0658 2.1464
H 2.8038 -2.0958 0.4721
H 1.3066 -3.0302 0.8148
H 0.6817 1.9264 -1.1208
H 2.1761 2.1238 -0.5222
H 0.9879 1.8728 0.6304
*
```

No. 4
A 2-piece molecular cluster, CH7N2S overall, computed with ωB97M-V with the def2-TZVPD basis set.

Results
**M**: 79.1 u
**Max |F|**: 0.84 eV/Å
**DFT total energy**: -550.02733 Ha
**Orbital gap**: 7.22 eV
**Relative energy (zero: lowest compared OMol25 entry of this formula, charge and spin)**: 17.3 kJ/mol

```
! wB97M-V def2-TZVPD RIJCOSX def2/J DEFGRID3
* xyz -1 1
S 2.0973 -1.9166 0.9321
H 1.6021 -2.9671 0.2531
N -1.4842 -0.1389 -0.3116
C -0.7093 1.0635 0.1137
N 0.7245 1.0355 -0.1580
H -1.3098 -0.8504 0.3981
H -0.9469 -0.5019 -1.0976
H -0.7639 1.2211 1.1900
H -1.1925 1.9095 -0.3896
H 0.9601 1.0254 -1.1438
H 1.0226 0.1199 0.2138
*
```

No. 5
C28H29NOP2Y as an isolated structure at a distorted geometry, computed with ωB97M-V with the def2-TZVPD basis set.

Results
**M**: 546.4 u
**Max |F|**: 4.97 eV/Å
**DFT total energy**: -1935.14616 Ha
**Orbital gap**: 4.79 eV

```
! wB97M-V def2-TZVPD RIJCOSX def2/J DEFGRID3
* xyz 1 1
C -2.3231 2.3684 -3.1596
C -1.9917 1.1600 -2.5585
C -0.6190 0.7607 -2.5813
C 0.3711 1.7044 -2.9269
C 0.0101 2.9442 -3.4651
C -1.3392 3.2563 -3.6174
C 1.7328 1.3769 -2.4200
C 2.0753 -0.0649 -2.5835
C 1.0288 -0.9613 -2.2723
C 1.3253 -2.3348 -1.9977
C 2.6099 -2.7858 -2.2797
C 3.6231 -1.9111 -2.7032
C 3.3676 -0.5466 -2.8136
H -3.3790 2.6453 -3.2366
H 0.7922 3.6412 -3.7569
H -1.6282 4.1930 -4.0834
H 2.5066 2.0421 -2.8139
H 2.8279 -3.8501 -2.1525
H 4.6118 -2.3026 -2.9307
H 4.1524 0.1552 -3.0961
N -0.2699 -0.4995 -2.1334
Y 0.0677 0.1327 0.4482
C -2.9918 0.2943 -1.8376
H -2.9056 -0.7467 -2.1788
H -4.0130 0.6627 -2.0056
C 0.2556 -3.2207 -1.4077
H -0.6599 -3.1542 -2.0155
H 0.6068 -4.2619 -1.3612
P -2.7300 0.2216 0.0172
P -0.2682 -2.7357 0.3245
C 0.9084 -3.7194 1.3119
H 0.6500 -3.6065 2.3723
H 0.8636 -4.7820 1.0348
H 1.9263 -3.3411 1.1586
C -1.7769 -3.7572 0.4706
H -1.5300 -4.8282 0.4330
H -2.2638 -3.5347 1.4273
H -2.4768 -3.5195 -0.3398
C -3.3298 1.8855 0.4736
H -4.2453 2.1294 -0.0840
H -3.5359 1.9137 1.5519
H -2.5568 2.6309 0.2455
C -4.1659 -0.8111 0.4770
H -4.1605 -0.9733 1.5616
H -5.1063 -0.3148 0.1952
H -4.1151 -1.7877 -0.0204
C -1.1047 -0.7537 2.4592
O -1.6202 -1.2088 3.3928
H 1.6521 1.5475 -1.2331
C 1.1517 2.0042 0.5342
C 1.3765 1.8727 1.7589
C 1.8580 2.0418 3.0817
C 1.3032 3.0418 3.9022
C 1.7842 3.2125 5.1985
C 2.8178 2.3974 5.6799
C 3.3764 1.4074 4.8594
C 2.9041 1.2252 3.5628
H 0.5103 3.6730 3.4928
H 1.3503 3.9878 5.8283
H 3.1899 2.5337 6.6952
H 4.1860 0.7763 5.2236
H 3.3332 0.4742 2.8932
*
```

No. 6
A 10-piece molecular cluster, C38H66Br4N2O6 overall at a distorted geometry, computed with ωB97M-V with the def2-TZVPD basis set.

Results
**M**: 966.6 u
**Max |F|**: 1.53 eV/Å
**DFT total energy**: -12344.41205 Ha
**Structure (SMILES)**: c1ccncc1.c1ccncc1.C1CCOC1.C1CCOC1.C1CCOC1.C1CCOC1.C1CCOC1.C1CCOC1.BrCCBr.BrCCBr
**Orbital gap**: 8.95 eV

```
! wB97M-V def2-TZVPD RIJCOSX def2/J DEFGRID3
* xyz 0 1
C -1.3617 3.1396 -4.3911
C -2.4219 3.1068 -5.2796
C -2.4172 2.1403 -6.2532
N -1.4974 1.1944 -6.3206
C -0.5047 1.2279 -5.4567
C -0.4068 2.1526 -4.4627
H -1.3332 3.8539 -3.5758
H -3.1908 3.8673 -5.2120
H -3.2081 2.0824 -6.9935
H 0.2432 0.4492 -5.5677
H 0.3916 2.0913 -3.7322
C 1.9306 2.6432 3.4821
C 2.9385 3.4241 4.0329
C 4.2341 3.0600 3.7929
N 4.5920 1.9846 3.1247
C 3.6369 1.2387 2.6089
C 2.2875 1.5033 2.7629
H 0.8912 2.9440 3.5504
H 2.6850 4.3615 4.5089
H 5.0544 3.6355 4.2124
H 3.9244 0.3426 2.0571
H 1.5236 0.9602 2.2168
C -4.3569 0.5394 -0.6316
C -5.7842 0.7077 -1.2293
C -6.2907 -0.7519 -1.2369
O -5.4972 -1.4854 -0.2773
C -4.5757 -0.6115 0.3486
H -4.0110 1.4726 -0.1889
H -3.7046 0.2701 -1.4708
H -5.7253 1.1240 -2.2330
H -6.4119 1.3246 -0.5847
H -6.1396 -1.1980 -2.2206
H -7.3410 -0.8194 -0.9516
H -3.6477 -1.1481 0.5548
H -4.9866 -0.2302 1.2946
C -3.1756 -3.8213 1.6037
C -3.4312 -3.0253 2.8955
C -1.9759 -2.7743 3.4289
O -1.0897 -3.3600 2.5135
C -1.7563 -3.3923 1.2612
H -3.8949 -3.5714 0.8215
H -3.1619 -4.8814 1.8429
H -4.0610 -3.5659 3.5976
H -3.8754 -2.0438 2.7241
H -1.8580 -3.2124 4.4183
H -1.8044 -1.6938 3.4807
H -1.2793 -4.1347 0.6179
H -1.6979 -2.4263 0.7402
C -2.0273 -3.2442 -2.9723
C -1.3065 -2.1916 -3.8226
C -2.2257 -2.0232 -5.0616
O -3.2599 -2.9989 -4.9702
C -2.8162 -3.9874 -4.0533
H -2.7328 -2.8288 -2.2603
H -1.3759 -3.9682 -2.4734
H -0.3286 -2.5880 -4.1005
H -1.1385 -1.2723 -3.2731
H -1.6691 -2.1481 -5.9995
H -2.6992 -1.0411 -5.1280
H -2.1402 -4.6963 -4.5749
H -3.6378 -4.5963 -3.6803
C 4.4964 -3.5868 -0.4940
C 5.8844 -3.1019 -0.1117
C 5.6460 -2.4711 1.2739
O 4.2619 -2.1705 1.3647
C 3.6118 -2.5309 0.1575
H 4.3263 -4.5836 -0.0754
H 4.3733 -3.6959 -1.5737
H 6.3133 -2.3709 -0.8045
H 6.6561 -3.8711 -0.0307
H 6.2261 -1.5475 1.3930
H 5.9573 -3.1429 2.0790
H 3.5373 -1.6728 -0.5205
H 2.6147 -2.8995 0.4007
C 2.4755 -1.1985 4.8868
C 1.0996 -1.3115 4.1894
C 0.3752 -0.0298 4.6135
O 1.3563 0.8887 5.0693
C 2.4363 0.1450 5.6243
H 3.2861 -1.1782 4.1624
H 2.6243 -2.0467 5.5544
H 0.5619 -2.2185 4.4398
H 1.2398 -1.3162 3.1049
H -0.3470 -0.2568 5.4267
H -0.2135 0.4321 3.8186
H 2.2685 0.0654 6.7037
H 3.3378 0.7254 5.4354
C -2.6732 5.3907 0.9165
C -1.7318 4.4747 0.1542
C -0.3874 5.1893 0.4173
O -0.4939 5.7289 1.7479
C -1.8460 5.6689 2.1556
H -3.5921 4.8716 1.1933
H -2.9093 6.3103 0.3865
H -1.8426 4.4412 -0.9317
H -1.6755 3.4826 0.5943
H -0.2797 6.0054 -0.3079
H 0.4649 4.5106 0.4133
H -2.1987 6.5593 2.6813
H -1.9864 4.8321 2.8596
Br 1.5865 -0.7055 -2.3680
C 0.9227 0.2876 -0.7963
C -0.5627 0.1183 -0.6151
Br -0.9528 0.8480 1.1372
H 1.1826 1.3130 -1.0141
H 1.4852 -0.1701 0.0054
H -0.8502 -0.9287 -0.6240
H -1.1533 0.6476 -1.3546
Br 7.0238 -0.0202 -4.3846
C 6.4899 0.5670 -2.6151
C 4.9920 0.7169 -2.5387
Br 4.5282 1.2637 -0.7434
H 7.0078 1.4994 -2.4120
H 6.8661 -0.1908 -1.9411
H 4.5178 -0.2533 -2.6747
H 4.5624 1.3764 -3.2828
*
```

No. 7
An isolated ion of composition C9H16O4P and charge -1 at a distorted geometry, computed with ωB97M-V with the def2-TZVPD basis set.

Results
**M**: 219.2 u
**Max |F|**: 4.43 eV/Å
**DFT total energy**: -994.86246 Ha
**Structure (SMILES)**: C[C@](O)(C[C@H]1CCCCC1=O)P([O-])O
**Orbital gap**: 6.04 eV
**Relative energy (zero: lowest compared OMol25 entry of this formula, charge and spin)**: 83.7 kJ/mol

```
! wB97M-V def2-TZVPD RIJCOSX def2/J DEFGRID3
* xyz -1 1
C 2.2002 0.4144 -2.6732
C 1.2184 0.6412 -1.4102
O 1.2071 2.0562 -1.2865
C 1.7368 0.1345 -0.0915
C 0.5823 -0.0773 1.0747
C -0.4611 1.0680 1.1074
C -1.6907 0.6749 2.0833
C -2.3247 -0.6567 1.6688
C -1.2189 -1.6893 1.9038
C 0.0372 -1.5099 1.0644
O 0.6690 -2.4282 0.6071
P -0.6529 0.2756 -1.9633
O -0.8547 1.1697 -3.1197
O -0.4357 -1.2581 -2.8083
H 2.5152 -0.5709 -3.0002
H 3.0070 0.9910 -2.4145
H 1.5601 0.9316 -3.5402
H 0.4199 2.5090 -1.6965
H 2.3613 0.9115 0.4359
H 2.3820 -0.7168 -0.3202
H 1.1074 -0.1846 1.9933
H -0.6861 1.4239 0.0510
H 0.0363 1.9378 1.6042
H -2.4387 1.5056 1.9650
H -1.3473 0.5078 3.2437
H -3.0734 -1.0363 2.4235
H -2.8821 -0.5956 0.6726
H -0.7706 -1.7662 2.9591
H -1.6131 -2.6152 1.7711
H -0.5903 -2.0475 -2.3045
*
```

No. 8
C51H41ClN3OP2PdSe as an isolated structure, computed with ωB97M-V with the def2-TZVPD basis set.

Results
**M**: 994.7 u
**Max |F|**: 0.15 eV/Å
**DFT total energy**: -5879.64163 Ha
**Orbital gap**: 6.35 eV

```
! wB97M-V def2-TZVPD RIJCOSX def2/J DEFGRID3
* xyz 1 1
Pd -0.0492 -0.0033 -0.0379
C -7.3229 0.1257 0.3872
C -5.8495 -0.1876 0.6296
C -5.7362 -1.1850 1.8019
C -5.0515 1.0588 0.9952
C -5.5849 2.2244 1.5214
C -4.7575 3.2616 1.9434
C -3.3842 3.1386 1.8533
C -2.8080 1.9885 1.3098
P -0.9879 1.8216 1.2037
C -0.4985 1.8489 2.9562
C -1.3453 1.3581 3.9468
C -0.8882 1.2023 5.2503
C 0.4141 1.5449 5.5784
C 1.2642 2.0444 4.5984
C 0.8152 2.1818 3.2962
C -0.5164 3.4507 0.5356
C -0.1657 4.5524 1.3124
C 0.1570 5.7589 0.7056
C 0.1208 5.8767 -0.6761
C -0.2390 4.7850 -1.4559
C -0.5492 3.5758 -0.8548
C -3.6646 0.9877 0.8764
O -3.0987 -0.1296 0.3277
C -3.8015 -0.7528 -0.6715
C -3.0711 -1.2724 -1.7307
C -3.7800 -1.9509 -2.7246
C -5.1576 -2.0561 -2.6610
C -5.8585 -1.4711 -1.6121
C -5.1888 -0.8122 -0.5921
P -1.3080 -0.8251 -1.9621
C -0.7528 -2.2088 -3.0161
C -0.3886 -2.0720 -4.3516
C 0.1000 -3.1628 -5.0601
C 0.2227 -4.4005 -4.4447
C -0.1600 -4.5500 -3.1183
C -0.6410 -3.4599 -2.4102
C -1.4781 0.6195 -3.0750
C -2.7010 1.2636 -3.2578
C -2.7795 2.4325 -4.0047
C -1.6431 2.9660 -4.5919
C -0.4208 2.3285 -4.4214
C -0.3372 1.1741 -3.6599
H -7.7753 0.5501 1.2826
H -7.8752 -0.7859 0.1625
H -7.4584 0.8272 -0.4375
H -6.1688 -0.7515 2.7052
H -4.6952 -1.4402 2.0062
H -6.2736 -2.1042 1.5638
H -6.6564 2.3319 1.6179
H -5.1919 4.1632 2.3537
H -2.7482 3.9453 2.1968
H -2.3691 1.0989 3.7060
H -1.5563 0.8175 6.0095
H 0.7670 1.4286 6.5945
H 2.2804 2.3199 4.8502
H 1.4952 2.5506 2.5368
H -0.1439 4.4759 2.3924
H 0.4300 6.6094 1.3165
H 0.3708 6.8191 -1.1455
H -0.2741 4.8700 -2.5341
H -0.8160 2.7227 -1.4702
H -3.2479 -2.3730 -3.5674
H -5.6944 -2.5784 -3.4413
H -6.9375 -1.5376 -1.5947
H -0.4858 -1.1156 -4.8477
H 0.3758 -3.0449 -6.1002
H 0.6001 -5.2491 -4.9998
H -0.0856 -5.5157 -2.6355
H -0.9507 -3.5911 -1.3779
H -3.6061 0.8636 -2.8198
H -3.7377 2.9192 -4.1313
H -1.7086 3.8705 -5.1827
H 0.4730 2.7340 -4.8787
H 0.6223 0.6951 -3.5227
Cl 5.1705 -1.6051 1.5856
C 3.4399 -1.6485 1.5645
C 2.7290 -1.0105 2.5776
C 1.3512 -1.0048 2.5307
C 0.6579 -1.6340 1.4775
C -0.7678 -1.3926 1.2669
C 1.4065 -2.3022 0.4924
C 2.7932 -2.3149 0.5396
H 3.2599 -0.5183 3.3810
H 0.7866 -0.5051 3.3074
H -1.3087 -0.9865 2.1156
H -1.3262 -2.1630 0.7460
H 0.8942 -2.8155 -0.3118
H 3.3711 -2.8277 -0.2181
Se 3.3420 -1.7477 -3.2440
N 4.6129 -0.7294 -2.5534
C 4.0074 0.1617 -1.7931
C 4.6574 1.2008 -1.0622
C 3.8663 2.0470 -0.3624
C 2.4483 1.8593 -0.3358
N 1.7995 0.9126 -0.9557
C 2.5700 0.0609 -1.7242
N 2.0227 -0.8982 -2.4340
H 5.7347 1.2893 -1.0933
H 4.2804 2.8714 0.2009
H 1.8480 2.5508 0.2436
*
```